(1)
16
Properties=species:S:1:pos:R:3:forces:R:3:nbo_charge:R:1 method="wB97M-V/def2-TZVPD" orbital_gap_ev=6.0 e_tot_ha=-648.444607 total_charge=-1 fmax_ev_per_a=3.09
S 0.404 1.418 -2.135 0.3 0.0 1.1 0.05
O -0.497 -0.405 1.640 -1.1 -1.6 1.0 -1.00
N 0.121 -2.535 2.336 0.2 -0.9 0.9 -0.93
C -1.026 -1.620 2.164 1.6 2.2 -1.5 0.11
C 1.667 0.945 -0.815 -1.5 -0.4 -1.0 -0.73
C -1.081 0.990 -1.153 0.1 0.9 -1.1 -0.72
H -0.769 0.084 -0.659 -0.8 -0.4 0.5 0.28
H 1.270 0.824 0.195 -0.4 0.9 0.1 0.28
H -1.735 -2.039 1.424 -0.3 -0.3 0.2 0.07
H 0.933 -2.119 1.910 -0.1 0.1 -0.3 0.37
H 2.463 1.644 -0.970 0.7 0.0 0.3 0.20
H -1.528 -1.523 3.155 0.0 0.1 -0.3 0.08
H 1.879 -0.086 -1.024 0.9 -0.4 -0.5 0.21
H -1.252 1.788 -0.435 0.0 -0.2 0.2 0.21
H 0.025 -3.521 2.096 -0.2 0.4 -0.2 0.32
H -1.945 0.965 -1.858 0.6 -0.5 0.6 0.20


(2)
16
Properties=species:S:1:pos:R:3:forces:R:3:lowdin_spin:R:1 method="wB97M-V/def2-TZVPD" orbital_gap_ev="2.1 / 6.2" e_tot_ha=-648.360901 total_charge=-2 spin_multiplicity=2 fmax_ev_per_a=1.07
S 0.819 2.374 -1.475 -0.1 -0.1 0.1 0.03
O -1.519 2.823 0.795 -0.4 -0.5 -0.1 0.04
N 0.251 -0.948 0.672 -0.6 -0.9 -0.2 0.01
C -0.534 -2.215 0.592 0.8 0.5 -0.1 0.50
C 1.398 0.894 -0.552 -0.2 0.0 -0.2 0.01
C 0.497 -0.360 -0.642 0.0 0.4 -0.2 0.02
H -0.747 2.652 0.209 0.2 0.3 -0.3 0.00
H -0.385 -0.087 -1.243 -0.2 0.0 0.4 0.01
H -0.394 -2.809 1.503 -0.2 0.0 0.0 0.13
H -0.134 -2.823 -0.232 -0.1 0.0 0.1 0.08
H 2.384 0.631 -0.937 0.2 0.0 0.2 0.00
H -1.600 -2.026 0.408 -0.1 -0.2 0.0 0.12
H -0.341 -0.333 1.204 0.0 0.5 0.2 0.02
H 1.494 1.163 0.499 0.1 -0.1 0.1 0.00
H -2.169 2.208 0.413 0.2 0.3 0.3 0.02
H 0.982 -1.145 -1.214 0.3 -0.1 -0.2 0.01


(3)
16
Properties=species:S:1:pos:R:3:forces:R:3:nbo_charge:R:1 method="wB97M-V/def2-TZVPD" orbital_gap_ev=10.4 smiles=[NH3+][C@@H](CO)CS e_tot_ha=-648.226673 total_charge=+1 fmax_ev_per_a=1.44
S 0.797 2.655 -0.598 0.0 0.1 0.0 0.03
O -0.182 -2.241 0.237 -0.6 0.3 0.9 -0.75
N 0.989 -0.395 -0.880 -1.2 0.0 -0.2 -0.70
C -0.792 -1.025 0.753 -0.3 -1.0 -1.0 -0.10
C -0.297 0.101 -0.168 1.3 0.4 -0.2 -0.06
C 0.069 1.435 0.498 -0.7 -0.9 0.7 -0.57
H 0.769 1.189 1.298 0.4 0.2 -0.1 0.24
H 1.118 -1.351 -0.518 0.3 -0.2 -0.2 0.47
H 1.777 0.229 -0.739 0.1 0.1 0.1 0.45
H -1.010 0.216 -0.976 -0.1 0.2 0.0 0.22
H -1.863 -1.098 0.560 -0.1 0.1 0.4 0.21
H -0.617 -0.978 1.824 0.3 0.6 0.0 0.21
H -0.312 2.826 -1.332 0.0 0.1 -0.1 0.14
H -0.434 -2.928 0.871 0.3 -0.2 -0.4 0.51
H 0.785 -0.435 -1.884 0.4 -0.1 0.2 0.44
H -0.796 1.798 1.054 -0.1 0.2 -0.3 0.26


(4)
16
Properties=species:S:1:pos:R:3:forces:R:3:nbo_charge:R:1 method="wB97M-V/def2-TZVPD" orbital_gap_ev=8.2 e_tot_ha=-648.160449 total_charge=+1 fmax_ev_per_a=3.71
S -0.152 -1.344 0.849 0.1 -0.6 -1.2 -0.07
O 0.248 -1.304 -2.223 -0.3 -0.2 -0.4 -0.73
N 1.130 1.289 1.435 -1.4 -0.6 0.6 -0.60
C 1.012 2.140 2.372 3.4 1.4 -0.6 0.13
C -0.988 -0.320 -0.480 -0.2 -1.6 1.3 -0.48
C -1.085 -1.232 -1.711 0.3 2.8 -0.6 -0.10
H -1.645 -0.665 -2.532 -0.2 -1.2 1.4 0.20
H 0.057 -1.409 -3.162 0.9 -0.2 -0.1 0.49
H 0.805 1.718 3.354 -0.7 0.5 -0.1 0.24
H -1.385 -2.221 -1.420 -0.9 -0.3 -0.2 0.20
H -0.379 0.553 -0.644 -0.1 0.4 -0.4 0.19
H 1.403 1.333 0.476 0.7 1.5 -0.7 0.44
H -1.910 -0.106 0.059 -0.3 0.3 -0.7 0.24
H 1.551 3.178 2.247 -1.7 -1.9 0.3 0.25
H 0.719 0.326 1.497 0.1 -0.4 0.6 0.41
H 0.620 -1.935 -0.116 0.1 0.2 0.8 0.19


(5)
15
Properties=species:S:1:pos:R:3:forces:R:3:nbo_charge:R:1 method="wB97M-V/def2-TZVPD" orbital_gap_ev=9.4 smiles="CP(C)(C)=N" e_tot_ha=-516.324700 fmax_ev_per_a=4.64
P -0.100 0.506 -0.150 0.4 -3.0 3.3 1.68
N -0.589 1.938 -0.583 -1.5 -1.2 -0.8 -1.25
C -0.039 -0.777 -1.455 -1.3 0.5 -1.3 -1.03
C 1.554 0.677 0.539 1.3 -1.9 1.1 -1.01
C -1.087 -0.749 1.375 2.7 -0.8 -3.7 -0.86
H -1.023 -0.252 2.260 -0.3 1.5 2.4 0.20
H -1.974 -0.735 0.839 -2.3 0.1 -0.2 0.20
H 2.037 1.585 0.331 0.3 1.5 -0.7 0.25
H -1.140 -0.574 -1.739 1.5 -0.7 -0.4 0.23
H 0.605 -0.122 -2.117 -0.6 -1.5 -0.3 0.24
H 0.127 -1.954 -1.499 0.0 2.9 0.7 0.28
H -0.799 -1.840 1.495 0.3 1.4 -0.5 0.21
H 1.623 0.607 1.641 -0.6 0.0 -0.4 0.25
H 2.278 -0.131 0.213 -1.1 0.6 0.0 0.24
H -1.472 1.822 -1.150 1.0 0.5 0.8 0.36


(6)
15
Properties=species:S:1:pos:R:3:forces:R:3:nbo_charge:R:1 method="wB97M-V/def2-TZVPD" orbital_gap_ev=9.2 smiles="C=CC.NP" e_tot_ha=-516.286989 fmax_ev_per_a=3.78
P -1.803 -0.391 -0.552 -2.1 -1.3 2.9 0.51
N -2.863 0.585 0.558 0.6 1.5 1.6 -1.21
C 1.743 -0.489 -0.373 0.9 -0.2 -2.2 -0.16
C 1.349 -0.107 -1.619 -2.2 -1.1 0.9 -0.43
C 1.809 0.486 0.706 -0.3 0.5 0.1 -0.66
H 0.979 -0.842 -2.395 1.3 0.7 0.7 0.21
H 2.733 0.633 1.203 1.5 0.2 -0.1 0.22
H -0.526 -0.659 0.232 -1.9 -0.1 -0.4 -0.05
H -3.671 0.167 1.034 0.8 -0.3 -0.7 0.38
H -2.751 -1.736 -0.112 2.2 2.1 -0.9 -0.03
H 1.228 0.225 1.544 -1.3 -0.7 1.0 0.22
H 2.153 -1.477 -0.132 -0.4 0.1 -0.5 0.20
H -2.558 1.355 1.269 0.0 -2.0 -2.3 0.39
H 0.762 0.846 -1.701 1.2 -0.6 0.0 0.19
H 1.416 1.404 0.338 -0.1 1.0 -0.1 0.21


(7)
15
Properties=species:S:1:pos:R:3:forces:R:3:nbo_charge:R:1 method="wB97M-V/def2-TZVPD" orbital_gap_ev=6.6 e_tot_ha=-573.251745 total_charge=-1 fmax_ev_per_a=1.15
S 0.236 -1.234 -1.727 -0.4 0.0 -0.2 -0.71
N -0.665 1.866 -0.641 -0.4 0.4 -0.2 -0.88
C -1.773 1.481 0.216 -1.1 -0.4 0.0 -0.41
C 1.433 -1.693 -0.460 0.1 0.2 0.9 -0.52
C 1.216 -1.101 0.954 0.3 0.6 -0.8 -0.62
H 1.403 -2.766 -0.230 0.3 -0.1 -0.8 0.16
H -0.386 1.047 -1.203 0.1 0.1 0.3 0.41
H 1.792 -1.692 1.670 -0.3 -0.1 0.3 0.17
H -1.032 2.560 -1.292 0.4 -0.1 0.0 0.33
H -2.779 1.584 -0.237 0.2 0.0 -0.3 0.14
H 0.141 -1.086 1.143 0.1 -0.1 0.4 0.20
H 2.417 -1.362 -0.812 0.1 -0.5 0.2 0.17
H -1.716 0.419 0.455 0.3 0.0 0.2 0.21
H 1.599 -0.076 1.020 -0.3 0.0 -0.1 0.19
H -1.886 2.053 1.145 0.6 0.0 0.0 0.15


(8)
15
Properties=species:S:1:pos:R:3:forces:R:3:nbo_charge:R:1 method="wB97M-V/def2-TZVPD" orbital_gap_ev=6.5 e_tot_ha=-573.242282 total_charge=-1 fmax_ev_per_a=0.79
S -0.696 0.612 -1.644 0.3 -0.1 -0.2 -0.73
N 0.228 -0.055 1.617 -0.5 -0.4 0.3 -0.67
C 1.131 0.569 -1.882 0.1 -0.1 0.6 -0.74
C 0.847 -1.246 1.032 0.6 -0.2 -0.1 -0.44
C -0.924 -0.381 2.462 0.7 -0.3 0.2 -0.41
H -0.574 -0.785 3.418 0.0 0.2 0.2 0.16
H -1.454 0.555 2.652 -0.3 -0.3 0.0 0.19
H -1.564 -1.184 2.054 -0.2 0.5 -0.2 0.16
H 1.527 -0.378 -2.269 -0.3 -0.1 -0.1 0.17
H 1.502 1.346 -2.554 -0.1 0.1 0.0 0.17
H 1.629 0.692 -0.902 -0.1 0.2 -0.4 0.17
H -0.189 0.459 0.835 0.3 0.0 -0.3 0.40
H 0.634 -2.205 1.528 -0.6 0.3 0.1 0.16
H 0.534 -1.304 -0.011 0.1 -0.3 -0.1 0.23
H 1.947 -1.222 1.086 -0.2 0.4 -0.2 0.17


Sequential energy above the lowest of the compared OMol25 structures with the same formula, charge and spin output: 54.56; 12.23; 7.19; 48.74; 53.46; 77.13; 19.06; 25.00 kcal per mole